# 1
A molecular structure, C39H33IN9O2ReSb in a non-equilibrium geometry. Source: OMol25; level of theory: wB97M-V/def2-TZVPD.

Calculated values
2S+1	2
HOMO level (alpha / beta)	-12.6972 / -12.7069	eV
net charge	+2
molar mass	1094.63	u

Last column: Löwdin spin population.
Cartesian coordinates (Å):
Re  -0.36604  0.04810  -0.14334  0.6672
C  1.04700  3.16543  -1.19450  0.0051
C  -0.37683  2.95197  -1.61252  0.0060
C  -0.94120  4.01266  -2.32513  -0.0012
C  -2.22093  3.94689  -2.81094  0.0065
C  -2.93418  2.78316  -2.56962  -0.0008
C  -2.35030  1.75600  -1.85742  0.0056
N  -1.08260  1.81553  -1.36100  0.0000
Sb  -3.59053  0.05091  -1.65916  0.0004
C  -3.41757  -0.17141  0.44390  0.0070
C  -4.64280  -0.27952  1.07253  -0.0005
C  -4.70028  -0.45107  2.44649  0.0067
C  -3.50643  -0.51259  3.12011  -0.0012
C  -2.28652  -0.40812  2.44821  0.0068
C  -1.06777  -0.53484  3.31774  0.0038
N  -2.23283  -0.22392  1.10590  0.0061
C  -2.10604  -1.35082  -2.21690  -0.0015
C  -2.54354  -2.25210  -3.16354  0.0001
C  -1.68939  -3.24865  -3.61151  -0.0026
C  -0.42320  -3.27068  -3.08783  0.0003
C  0.00146  -2.32309  -2.15190  -0.0018
C  1.45405  -2.44751  -1.77633  -0.0007
N  -0.84920  -1.36726  -1.69149  -0.0012
H  1.21354  4.22940  -1.03720  0.0003
H  1.35083  2.64123  -0.30069  0.0014
H  1.70977  2.84962  -2.00369  0.0014
H  -0.33696  4.89466  -2.48424  -0.0002
H  -2.65538  4.77135  -3.36009  0.0003
H  -3.94540  2.67405  -2.93940  -0.0002
H  -5.55382  -0.22644  0.48985  -0.0001
H  -5.64393  -0.53319  2.96876  0.0004
H  -3.48835  -0.65207  4.19167  -0.0002
H  -1.33956  -0.28357  4.34066  0.0002
H  -0.69725  -1.56344  3.33030  0.0006
H  -0.25471  0.10855  3.01966  0.0019
H  -3.55405  -2.18351  -3.54541  0.0001
H  -2.00579  -3.97722  -4.34581  -0.0001
H  0.28787  -4.02079  -3.40402  0.0000
H  1.73209  -3.49882  -1.82669  -0.0002
H  2.05864  -1.91318  -2.51198  -0.0004
H  1.71533  -2.06531  -0.80396  0.0001
N  1.80945  -2.68333  2.24596  0.0054
C  1.53414  -1.53730  1.65418  0.0130
N  0.37965  -1.65279  0.99621  0.0038
C  -0.00782  -2.96048  1.24666  0.0057
N  0.85436  -3.59277  2.00792  0.0013
C  -1.21507  -3.70702  0.81046  0.0000
C  -1.28676  -5.07449  1.08934  0.0010
N  -2.34217  -5.79844  0.74957  -0.0002
C  -3.33125  -5.15979  0.13442  0.0010
C  -3.25782  -3.80292  -0.14247  -0.0002
N  -2.20025  -3.07243  0.19197  0.0009
H  2.61461  -2.92710  2.80454  0.0001
H  2.16563  -0.66266  1.64463  0.0002
H  -0.47493  -5.58224  1.59202  0.0000
H  -4.20222  -5.73950  -0.14531  0.0000
H  -4.07525  -3.29671  -0.64505  0.0000
C  0.00926  1.66963  1.34925  0.1035
C  0.58164  2.39131  2.43607  0.0068
C  1.88545  2.12091  2.89329  0.0222
C  2.39912  2.81127  3.96886  -0.0049
C  1.61417  3.77748  4.60146  0.0244
C  0.32448  4.06885  4.15550  -0.0053
C  -0.18281  3.38612  3.07203  0.0223
C  2.14878  4.48974  5.73091  0.0023
N  2.57824  5.05590  6.63178  0.0130
H  -0.93448  2.00998  0.95137  0.0076
H  0.75298  0.94410  0.87595  0.0019
H  2.49218  1.39697  2.37004  0.0010
H  3.40153  2.62176  4.32575  -0.0007
H  -0.25700  4.82758  4.65970  -0.0007
H  -1.18028  3.60483  2.71122  0.0009
I  6.82977  0.83047  -5.47948  0.0006
C  5.39520  0.73270  -3.99536  0.0017
C  5.77297  0.85148  -2.66103  -0.0001
C  4.80978  0.79160  -1.67034  0.0011
C  3.46997  0.60416  -2.00334  -0.0003
C  3.09948  0.48651  -3.34217  0.0013
C  4.05757  0.55280  -4.33781  -0.0003
C  2.46919  0.54360  -0.91678  0.0078
O  2.75872  0.76477  0.25594  0.0125
O  1.24082  0.27774  -1.30522  0.0339
H  6.81265  0.99209  -2.40135  0.0000
H  5.08828  0.89388  -0.63053  0.0001
H  2.05859  0.34599  -3.60349  0.0000
H  3.77227  0.46537  -5.37675  0.0000

Cartesian forces, eV/Å:
0.526 1.001 1.043
0.005 0.000 -0.058
0.012 -0.074 0.046
0.041 -0.008 0.018
-0.026 0.027 -0.008
-0.060 -0.018 -0.029
0.266 0.149 0.051
-0.120 0.027 -0.156
-0.327 -0.011 -0.128
0.033 -0.037 0.191
-0.050 0.015 0.004
0.010 -0.003 -0.020
0.048 -0.064 0.012
0.037 -0.014 0.097
-0.029 -0.138 0.085
-0.191 -0.103 -0.160
0.233 -0.129 -0.003
-0.017 0.003 -0.039
-0.026 0.002 0.021
0.060 0.014 -0.013
0.024 0.013 0.012
-0.032 -0.004 -0.032
-0.281 -0.345 -0.356
0.004 -0.003 -0.003
-0.010 -0.008 0.067
-0.001 0.001 -0.007
0.006 -0.007 -0.010
-0.005 -0.004 -0.008
-0.001 -0.007 0.009
0.014 0.005 -0.007
-0.008 0.000 -0.007
0.004 0.007 0.004
0.010 0.000 0.005
-0.118 0.036 0.014
0.081 0.042 -0.057
0.003 0.018 -0.011
-0.007 -0.007 0.002
0.004 0.000 -0.011
0.018 -0.008 0.013
-0.016 -0.021 0.006
0.006 0.022 0.009
0.070 -0.038 0.031
-0.085 0.072 -0.116
0.054 0.011 0.060
-0.093 -0.137 -0.001
0.004 0.121 -0.021
0.123 0.087 0.030
0.026 -0.055 -0.023
-0.002 0.060 -0.021
-0.028 -0.037 -0.004
0.003 0.041 0.006
-0.092 0.038 0.084
-0.009 0.009 0.002
0.023 -0.042 0.026
0.002 -0.012 0.002
0.002 -0.015 0.009
0.001 0.002 0.003
-1.059 -1.076 -0.701
0.187 0.010 -0.042
-0.034 0.017 0.107
-0.042 -0.018 -0.056
0.066 0.090 0.154
-0.022 -0.028 -0.025
-0.026 -0.025 -0.018
-0.048 -0.058 -0.120
0.028 0.037 0.073
0.047 0.590 0.255
0.595 0.164 0.095
0.033 0.034 0.011
0.007 -0.005 -0.004
-0.009 0.005 -0.008
-0.001 0.013 -0.006
0.122 0.005 -0.134
-0.113 -0.002 0.134
-0.033 -0.002 -0.024
0.000 0.014 -0.013
0.033 -0.026 0.015
-0.006 -0.026 -0.020
0.031 0.003 0.018
0.061 0.148 -0.144
-0.041 -0.213 0.052
0.110 -0.140 -0.249
0.005 0.006 0.000
0.002 -0.009 0.005
-0.007 0.018 0.002
-0.006 0.003 -0.006

=====

# 2
3 unconnected molecules or ions with the total composition C4H15NO2 in a non-equilibrium geometry. Source: OMol25; level of theory: wB97M-V/def2-TZVPD.

Calculated values
energy above the lowest of the compared OMol25 structures with the same formula, charge and spin	39.24	kcal per mole
structure (SMILES)	CCN(C)C.O.O
HOMO level	-7.8430	eV
molar mass	109.17	u

Last column: Löwdin charge in e.
Cartesian coordinates (Å):
C  -1.24892  -0.12743  -1.22539  -0.0887
C  -0.34593  0.66970  -0.29345  -0.2522
N  0.97228  0.07894  -0.03916  -0.2943
C  1.53475  0.37263  1.25743  -0.1140
C  1.31092  -1.23042  -0.55915  -0.1181
H  -2.29610  -0.03418  -0.94844  0.0646
H  -1.02333  -1.18886  -1.10624  0.0549
H  -1.05200  0.11571  -2.26444  0.0742
H  -0.18697  1.65596  -0.71156  0.1012
H  -0.81478  0.87135  0.66897  0.1000
H  1.46027  1.44207  1.42794  0.0815
H  1.07730  -0.20436  2.06884  0.0845
H  2.59482  0.13924  1.16855  0.0657
H  2.38920  -1.37564  -0.42702  0.0817
H  1.14402  -1.30201  -1.63457  0.0800
H  0.78992  -2.06148  -0.06599  0.0811
H  5.36504  -1.34206  2.31617  0.0341
H  3.89771  -1.23914  2.87298  0.0250
O  4.48350  -1.72195  2.28550  -0.0602
H  -5.40953  1.68530  -1.57910  0.0325
H  -6.84439  1.47538  -1.12096  0.0313
O  -6.29750  2.07047  -1.64498  -0.0646

Cartesian forces, eV/Å:
0.394 -0.659 0.512
0.424 -0.077 0.256
0.078 -0.005 -0.641
0.189 -0.098 -1.005
0.250 0.261 0.120
-0.081 0.357 -0.287
-0.155 0.011 -0.056
-0.272 0.101 -0.128
0.011 0.437 -0.222
-0.400 -0.294 0.210
-0.142 0.131 0.327
-0.051 0.040 0.276
0.118 -0.070 0.432
-0.174 -0.053 0.127
-0.173 0.072 0.045
-0.009 -0.157 0.046
-0.164 0.222 0.245
0.283 0.204 0.086
-0.129 -0.423 -0.342
-0.332 0.217 -0.077
-0.039 0.072 -0.042
0.375 -0.290 0.118

=====

# 3
2 unconnected molecules or ions with the total composition CH5O3 in a non-equilibrium geometry. Source: OMol25; level of theory: wB97M-V/def2-TZVPD.

Calculated values
energy above the lowest of the compared OMol25 structures with the same formula, charge and spin	0.00	kcal per mole
2S+1	2
HOMO level (alpha / beta)	-5.0688 / -10.3435	eV
molar mass	65.05	u

Last column: Löwdin spin population.
Cartesian coordinates (Å):
O  1.49784  -1.07307  0.09171  0.0014
H  1.87924  -1.07153  0.96372  -0.0001
H  1.90788  -1.54351  -0.64978  0.0005
H  0.19892  -0.75784  -0.10090  0.0019
O  -0.83752  -0.70534  0.09500  0.1930
C  -1.29833  0.56690  0.10066  0.5992
O  -0.44935  1.50478  -0.42409  0.1550
H  -2.28756  0.65099  0.48688  0.0480
H  -0.61114  2.42863  -0.56319  0.0011

Cartesian forces, eV/Å:
0.744 0.042 -1.258
0.687 -0.493 -0.013
0.515 0.036 1.064
-2.513 0.315 0.720
0.819 0.679 -0.760
-0.018 -0.674 0.341
1.315 -1.019 -0.351
-0.377 0.880 -0.110
-1.171 0.234 0.367

=====

# 4
2 unconnected molecules or ions with the total composition CH8N4P in a non-equilibrium geometry. Source: OMol25; level of theory: wB97M-V/def2-TZVPD.

Calculated values
energy above the lowest of the compared OMol25 structures with the same formula, charge and spin	128.01	kcal per mole
HOMO level	-13.6051	eV
net charge	+1
molar mass	107.08	u

Last column: Löwdin charge in e.
Cartesian coordinates (Å):
C  -0.57933  -0.31792  -0.34471  -0.3518
N  -0.35196  0.75266  0.11882  -0.0096
N  0.03364  1.77541  0.61048  0.0104
N  -0.14604  2.99514  0.26138  0.1001
N  0.27104  -1.81937  1.16999  -0.0334
P  0.72405  -1.16201  -1.61557  0.8257
H  -1.56897  -0.78200  -0.29761  0.1087
H  -0.73946  3.44237  -0.55120  0.1983
H  0.43408  3.67342  0.78072  0.1435
H  0.57505  -1.14866  1.92194  0.0714
H  1.16669  -2.38052  1.09272  0.0732
H  -0.28180  -2.39689  1.81869  0.0617
H  -0.08504  -2.28771  -2.23642  -0.0536
H  0.54807  -0.34391  -2.72924  -0.1447

Cartesian forces, eV/Å:
-0.561 -5.296 -4.179
-0.379 5.262 0.380
1.611 -0.191 1.982
-1.156 2.441 -2.131
1.786 -0.758 2.811
-0.869 -0.963 0.402
0.342 0.071 0.487
1.378 -1.869 1.740
-0.670 -0.868 -0.227
-0.137 -0.080 -1.126
-1.256 0.610 -0.294
-0.271 -0.320 -0.720
0.544 1.479 1.077
-0.361 0.484 -0.202